Record 1
Below is 7 unconnected molecules or ions with the total composition C5H24O7 at a distorted geometry, with properties calculated with the ωB97M-V functional and the def2-TZVPD basis.

XYZ file:
```
36
Properties=species:S:1:pos:R:3:forces:R:3
C 3.514 -0.509 4.259 0.28 -0.62 0.03
O 3.473 0.299 3.124 0.21 0.81 -0.83
H 4.015 0.019 5.070 -0.65 0.30 0.14
H 2.490 -0.838 4.435 0.19 -0.15 0.93
H 4.169 -1.366 4.105 -0.13 -0.44 -0.17
H 2.813 -0.068 2.530 0.09 0.12 -0.10
C -2.172 2.656 4.641 0.58 0.15 -0.44
O -1.769 3.617 3.649 -0.72 -0.10 0.42
H -2.991 1.995 4.357 -0.06 0.03 -0.53
H -1.293 2.044 4.844 -0.17 -0.15 0.58
H -2.536 3.180 5.525 0.42 0.17 -0.05
H -1.270 3.165 2.964 -0.05 -0.12 0.00
C 1.811 5.248 -2.875 -0.20 -0.04 -1.33
O 0.841 5.624 -3.914 0.85 -0.38 1.12
H 2.810 5.190 -3.309 0.17 0.33 -0.11
H 1.823 5.996 -2.082 -0.32 -0.28 -0.04
H 1.620 4.223 -2.558 -0.32 0.23 0.62
H 0.669 4.791 -4.359 -0.19 0.13 -0.26
C -1.996 -6.108 0.097 0.48 -1.70 0.92
O -2.664 -5.773 -1.103 -0.10 1.09 0.62
H -1.092 -5.604 0.439 0.25 0.57 -1.28
H -2.568 -6.023 1.021 -0.81 0.03 -0.23
H -1.774 -7.166 -0.043 0.50 -0.17 0.62
H -3.573 -5.940 -0.843 -0.29 0.20 -0.65
C 1.625 -2.887 -3.484 0.02 -0.77 1.77
O 0.316 -3.035 -3.973 -0.17 -0.09 -1.31
H 2.217 -2.081 -3.917 -0.64 0.17 0.05
H 1.417 -2.823 -2.416 1.06 1.05 0.47
H 2.241 -3.786 -3.502 0.01 -0.35 -0.78
H -0.059 -3.745 -3.445 -0.31 -0.02 -0.18
O -0.765 0.372 -0.026 0.12 0.08 0.27
H -1.387 0.583 -0.722 -0.23 0.18 -0.23
H -0.434 -0.496 -0.254 0.08 -0.21 -0.06
O -3.065 2.754 -2.562 0.09 -0.26 0.11
H -3.570 3.485 -2.205 -0.12 0.18 0.15
H -2.885 3.006 -3.467 0.06 0.04 -0.23
```
Forces are in eV/Å.

Its multiplicity is 1. As for the gap between HOMO and LUMO: 10.35 eV. For the HOMO energy, the calculation gives -10.218 eV. Its SMILES is CO.CO.CO.CO.CO.O.O. Its total charge is 0. Its molar mass is 196.24 g mol⁻¹.


Record 2
Below is a gas-phase ion, C3H9B2O2 (charge -1), with properties calculated with the ωB97M-V functional and the def2-TZVPD basis.

XYZ file:
```
16
Properties=species:S:1:pos:R:3:forces:R:3
C -0.330 2.015 0.125 0.21 -0.15 -0.08
B -0.957 0.543 0.131 -0.05 0.10 -0.01
O -2.101 0.394 -0.677 0.27 -0.65 -0.22
B -0.291 -0.748 1.047 -0.35 0.29 0.20
C 0.727 -1.715 0.114 0.17 -0.23 0.02
C 1.425 -0.932 -0.909 0.04 0.08 -0.10
O 2.616 -0.684 -0.995 -0.12 -0.01 0.08
H -0.405 2.394 1.151 -0.03 0.06 -0.05
H 0.745 1.957 -0.083 -0.02 0.07 0.01
H -0.793 2.739 -0.560 0.00 0.01 0.02
H -2.058 0.948 -1.462 -0.21 0.47 0.22
H -1.206 -1.449 1.481 0.10 -0.06 0.00
H 0.341 -0.280 1.997 0.08 -0.05 -0.10
H 0.083 -2.440 -0.398 -0.05 0.11 -0.06
H 1.460 -2.257 0.718 -0.05 0.01 0.02
H 0.744 -0.488 -1.679 0.02 -0.05 0.03
```
Forces are in eV/Å.

Its multiplicity is 1. As for the gap between HOMO and LUMO: 7.59 eV. For the HOMO energy, the calculation gives -4.046 eV. Its total charge is -1. Its molar mass is 98.73 g mol⁻¹.


Record 3
Below is a molecular structure, C6H6N2O2 at a distorted geometry, with properties calculated with the ωB97M-V functional and the def2-TZVPD basis.

XYZ file:
```
16
Properties=species:S:1:pos:R:3:forces:R:3
O -1.477 -0.653 -1.017 0.01 0.40 0.82
C -1.093 -0.322 0.074 1.11 0.03 -0.66
C -1.694 0.869 0.766 -5.27 0.48 1.48
N -2.698 1.380 1.177 3.30 -2.41 -0.86
C 0.031 -0.972 0.817 -0.14 -0.01 0.41
N 0.499 -2.243 0.310 -0.02 -0.34 0.06
C 1.399 -1.117 0.186 0.25 0.29 0.04
C 1.708 -0.632 -1.143 0.24 0.38 -1.03
C 2.008 -0.230 -2.244 -0.32 -0.47 0.76
H 0.034 -0.800 1.897 -0.04 0.04 -0.30
H 0.774 -2.863 1.068 -0.04 0.11 -0.13
H 2.228 -1.040 0.896 -0.24 0.01 -0.20
H 2.244 0.046 -3.257 -0.07 -0.01 0.48
O -1.002 2.938 0.326 -2.33 0.87 1.97
H -0.825 2.759 -0.605 -1.09 0.41 -0.18
H -2.137 2.881 0.749 4.66 0.23 -2.66
```
Forces are in eV/Å.

Its multiplicity is 1. As for the gap between HOMO and LUMO: 9.33 eV. For the HOMO energy, the calculation gives -10.099 eV. Its total charge is 0. Its molar mass is 138.13 g mol⁻¹.


Record 4
Below is C4H6ClNS in the gas phase at a distorted geometry, with properties calculated with the ωB97M-V functional and the def2-TZVPD basis.

XYZ file:
```
13
Properties=species:S:1:pos:R:3:forces:R:3
C -1.646 -0.012 -0.075 0.52 -0.41 -0.35
C -1.222 1.176 -0.488 -3.98 -0.11 -0.38
C -0.775 -1.231 0.230 -1.91 -0.51 -0.88
C 2.592 0.443 0.193 1.74 1.26 0.23
H -2.017 1.893 -0.856 1.32 -0.63 0.75
H -0.222 1.404 -0.498 2.10 0.53 -0.31
H -0.621 -1.273 1.284 -0.28 -0.47 0.94
H -1.338 -2.158 -0.174 1.03 1.34 0.87
H 3.101 0.320 -0.738 0.04 -0.73 -0.95
H 3.161 1.057 0.865 -0.02 0.63 0.51
N 1.502 0.001 0.579 -1.49 -1.89 -0.02
S 0.844 -1.252 -0.445 0.59 0.81 -0.27
Cl -3.359 -0.369 0.123 0.35 0.17 -0.13
```
Forces are in eV/Å.

Its multiplicity is 1. As for the gap between HOMO and LUMO: 9.71 eV. For the HOMO energy, the calculation gives -8.944 eV. Its SMILES is C=NSCC(=C)Cl. Its total charge is 0. Its molar mass is 135.62 g mol⁻¹.


Record 5
Below is 4 unconnected molecules or ions with the total composition C4H14O3 at a distorted geometry, with properties calculated with the ωB97M-V functional and the def2-TZVPD basis.

XYZ file:
```
21
Properties=species:S:1:pos:R:3:forces:R:3
C 2.376 0.220 -1.074 -0.44 0.00 0.71
C 1.397 -0.291 -0.032 0.89 0.99 -0.41
C 1.230 0.382 1.111 -0.89 -1.01 0.62
C 0.163 -0.081 2.098 0.29 -1.08 -0.38
H 2.984 0.967 -0.564 0.21 0.10 -0.40
H 1.790 0.698 -1.863 0.24 0.05 -0.21
H 3.012 -0.541 -1.520 -0.04 -0.10 0.04
H 0.782 -1.129 -0.332 -0.20 -0.06 0.30
H 1.904 1.172 1.414 -0.03 0.25 -0.25
H -0.038 -1.111 1.777 -0.29 0.07 0.21
H -0.802 0.422 2.088 0.15 0.47 -0.16
H 0.481 -0.176 3.137 0.25 0.35 -0.04
H -1.727 1.556 -0.440 0.60 -0.13 -0.61
H -0.202 1.339 -0.673 -0.65 0.10 -0.15
O -1.053 1.455 -1.150 0.09 0.24 0.76
H -1.882 -1.708 -2.120 0.66 0.53 0.62
H -1.078 -0.378 -1.893 -0.22 -0.10 0.18
O -1.264 -1.253 -1.504 -0.52 -0.56 -0.88
H -2.777 -0.877 1.184 -0.34 0.15 0.18
H -2.280 -0.424 -0.140 -0.74 0.00 0.09
O -3.015 -0.243 0.496 0.97 -0.25 -0.24
```
Forces are in eV/Å.

Its multiplicity is 1. As for the gap between HOMO and LUMO: 10.28 eV. For the HOMO energy, the calculation gives -9.563 eV. Its SMILES is C/C=C/C.O.O.O. Its total charge is 0. Its molar mass is 110.15 g mol⁻¹.


Record 6
Below is a molecular structure, C30H34GaN5O4S2 at a distorted geometry, with properties calculated with the ωB97M-V functional and the def2-TZVPD basis.

XYZ file:
```
76
Properties=species:S:1:pos:R:3:forces:R:3
Ga -0.137 0.414 0.216 -0.79 0.43 -0.36
O 2.567 -0.462 2.964 0.00 0.08 0.03
C 1.755 0.330 2.502 -0.14 -0.31 -0.17
O 1.392 0.269 1.254 0.66 -0.09 -0.02
C 1.166 1.403 3.353 -0.13 0.17 0.11
C 1.954 1.865 4.409 0.06 -0.07 -0.03
C 1.498 2.824 5.288 0.08 -0.05 0.04
C 0.211 3.322 5.135 0.06 0.00 0.04
C -0.578 2.876 4.099 0.01 0.07 0.08
C -0.123 1.926 3.181 -0.07 -0.17 -0.11
S -1.337 1.476 1.980 -0.19 -0.03 -0.35
H 2.940 1.434 4.518 -0.01 0.00 0.02
H 2.133 3.165 6.094 0.03 0.04 0.06
H -0.179 4.054 5.829 -0.02 0.07 0.03
H -1.583 3.248 3.973 -0.10 0.10 0.03
C 4.140 -3.245 1.569 0.18 0.17 -0.15
C 5.095 -3.022 0.392 0.06 -0.08 0.17
C 6.344 -2.320 0.943 -0.11 -0.09 -0.02
C 5.508 -4.371 -0.228 -0.02 0.28 0.15
C 4.474 -2.118 -0.665 -0.15 -0.05 0.03
C 5.191 -1.836 -1.836 0.06 0.03 -0.16
C 4.723 -0.958 -2.792 0.05 -0.03 -0.04
C 3.500 -0.349 -2.583 -0.34 0.04 0.18
S 2.654 0.808 -3.564 -0.11 -0.14 0.34
C 1.374 0.829 -2.360 0.91 -0.48 -0.36
N 1.573 0.047 -1.351 -0.75 0.45 0.04
C 2.749 -0.629 -1.426 0.92 -0.19 -0.55
C 3.242 -1.516 -0.474 0.00 0.07 -0.03
C 0.190 1.632 -2.480 -0.88 0.56 0.11
C -0.101 2.352 -3.636 0.18 -0.17 0.15
C -1.286 3.054 -3.717 -0.02 0.09 -0.14
C -2.160 3.052 -2.640 -0.06 0.03 0.05
C -1.848 2.358 -1.479 0.01 -0.02 0.11
C -0.671 1.633 -1.374 0.41 -0.61 0.49
H 4.612 -3.879 2.317 0.08 -0.14 0.05
H 3.208 -3.711 1.257 -0.12 0.01 0.03
H 3.902 -2.296 2.046 -0.15 0.03 0.08
H 6.821 -2.932 1.705 0.07 -0.09 0.11
H 6.059 -1.373 1.393 0.01 0.13 0.07
H 7.071 -2.122 0.159 0.09 0.02 -0.10
H 5.736 -5.097 0.552 0.05 -0.07 0.11
H 6.402 -4.260 -0.835 0.05 -0.06 -0.16
H 4.731 -4.784 -0.873 -0.02 -0.08 -0.08
H 6.153 -2.295 -2.005 0.14 -0.09 0.03
H 5.300 -0.737 -3.675 0.13 -0.03 -0.12
H 2.653 -1.640 0.417 -0.02 -0.08 0.24
H 0.600 2.345 -4.461 -0.04 0.04 -0.14
H -1.529 3.600 -4.617 -0.02 0.05 -0.03
H -3.088 3.602 -2.707 -0.07 0.04 0.00
H -2.532 2.383 -0.638 -0.03 0.05 0.01
N -0.828 -1.554 1.665 -0.03 0.01 0.19
C -0.766 -2.804 0.939 -0.08 0.19 -0.22
C -1.880 -3.758 1.418 0.19 -0.16 -0.23
C -1.946 -5.194 0.884 0.09 0.10 0.16
C -0.613 -5.942 0.872 -0.12 -0.30 0.14
N 0.147 -5.432 -0.248 -0.23 0.27 -0.33
C 1.448 -5.296 -0.363 0.08 -0.26 -0.22
N 1.900 -4.523 -1.360 0.13 0.01 0.00
N 2.311 -5.953 0.426 -0.01 0.00 0.02
C -0.821 -2.434 -0.576 0.16 -0.36 0.77
O -0.799 -3.359 -1.414 -0.19 -0.32 -0.50
O -0.840 -1.227 -0.874 -0.06 0.76 0.01
H -0.353 -1.589 2.562 -0.06 0.07 -0.10
H -1.793 -1.268 1.829 0.26 0.07 0.06
H 0.226 -3.237 1.117 -0.09 -0.01 -0.02
H -2.833 -3.278 1.180 -0.06 0.05 0.14
H -1.794 -3.801 2.509 -0.03 0.05 -0.05
H -2.341 -5.194 -0.133 -0.06 -0.08 -0.03
H -2.650 -5.742 1.511 -0.03 -0.06 -0.07
H -0.796 -7.016 0.746 0.06 0.09 0.08
H -0.079 -5.792 1.818 0.01 0.01 0.00
H -0.397 -4.720 -0.832 0.31 -0.11 0.18
H 1.211 -3.948 -1.832 0.03 0.09 0.04
H 2.860 -4.219 -1.394 -0.08 0.02 0.05
H 1.966 -6.538 1.164 0.02 0.00 0.02
H 3.304 -5.790 0.362 -0.14 0.01 0.02
```
Forces are in eV/Å.

Its multiplicity is 1. As for the gap between HOMO and LUMO: 7.01 eV. For the HOMO energy, the calculation gives -6.998 eV. Its total charge is 0. Its molar mass is 662.49 g mol⁻¹.